Entry 1:
A molecular structure, C14H21Cl2MoN5O2STe, computed with wB97M-V/def2-TZVPD.

Its charge is +2. For the HOMO-LUMO gap (spin up / spin down), the calculation gives 6.0 / 6.9 eV. For the energy above the lowest of the compared OMol25 structures with the same formula, charge and spin, the calculation gives 36.2 kJ/mol.

Last column: Löwdin charge in e.
Cartesian coordinates (Å):
Te -2.467 -2.118 -1.106  1.2015
Mo -0.996 -0.408 0.091  0.6115
Cl -3.398 2.975 0.286  0.7368
Cl -1.223 1.728 -1.255  0.6345
S 1.067 -0.886 -0.768  0.6240
O -0.961 0.933 1.472  -0.3098
O -0.700 3.006 2.281  0.1929
N 2.528 1.521 -3.498  0.1768
N 0.904 0.050 -3.414  -0.0882
N -0.160 -0.775 -3.769  0.1275
N -0.543 -1.693 1.833  -0.0304
N 2.411 0.974 -2.264  0.0703
C -7.573 -3.836 2.290  -0.0188
C -4.851 -3.741 -0.360  -0.3176
C 1.602 0.947 -4.207  -0.2865
C -6.386 -3.384 1.494  -0.2230
C -4.417 -4.606 -1.513  -0.0988
C 1.437 0.085 -2.177  -0.6648
C -1.045 2.276 1.415  -0.6578
C -4.640 -1.754 1.055  -0.3048
C -5.726 -2.202 1.799  0.0104
C -1.668 2.840 0.130  -0.8860
C -4.063 -0.419 1.401  -0.0646
C -4.201 -2.546 -0.006  -0.4789
C -5.935 -4.131 0.410  0.0166
C 1.313 1.193 -5.635  0.0243
H -5.113 -5.431 -1.644  0.0906
H -7.644 -3.312 3.241  0.0868
H 2.030 1.917 -6.013  0.1050
H -7.530 -4.907 2.483  0.0942
H 1.403 0.273 -6.214  0.1014
H -4.393 -4.048 -2.451  0.0696
H 0.156 -2.420 1.708  0.0739
H -6.074 -1.600 2.631  0.1342
H 0.307 1.594 -5.771  0.0982
H -1.374 -2.157 2.194  0.0760
H -0.208 -1.084 2.580  0.0866
H -3.047 -0.284 0.999  -0.0336
H -8.491 -3.644 1.731  0.1021
H -4.007 -0.256 2.477  0.1103
H 3.052 1.245 -1.532  0.1826
H -1.234 3.803 -0.116  0.0906
H -6.444 -5.054 0.161  0.1352
H 0.194 -1.563 -4.303  0.1274
H -3.428 -5.039 -1.348  0.0736
H -0.809 -0.249 -4.344  0.1139
H -4.657 0.385 0.964  0.0844


Entry 2:
A molecular structure, C14H21F4MnN4O2 at a distorted geometry, computed with wB97M-V/def2-TZVPD.

Its charge is +1. As for the spin multiplicity: 2. For the HOMO-LUMO gap (spin up / spin down), the calculation gives 6.8 / 7.3 eV. For the energy above the lowest of the compared OMol25 structures with the same formula, charge and spin, the calculation gives 92.9 kJ/mol.

Last column: Löwdin charge in e.
Cartesian coordinates (Å):
Mn 0.372 -0.820 -0.312  0.8789
F -0.352 -2.154 1.418  -0.0067
F -3.941 0.987 1.557  0.0842
F -1.206 -3.153 3.832  0.1037
F -4.749 -0.066 3.858  0.1131
O 2.039 0.115 0.804  0.0186
O 4.201 0.291 1.357  0.0253
N 2.510 -2.195 -0.508  0.0541
N 3.529 -1.445 0.115  0.0425
N -1.601 -0.194 0.208  -0.0540
N -0.200 0.718 -2.014  -0.2380
C -1.467 -1.628 2.071  -0.1089
C 3.186 -0.316 0.782  -0.5445
C -1.660 0.931 -1.987  -0.1406
C 0.292 2.576 -0.436  -0.0680
C -3.665 -0.579 3.277  -0.2133
C -0.173 -1.422 -3.266  -0.0651
C -2.113 -0.565 1.386  -0.1870
C 3.872 1.518 2.020  -0.0005
C -3.003 -1.624 3.903  0.0722
C 0.211 0.061 -3.266  -0.2380
C -3.247 -0.046 2.068  -0.1306
C -1.881 -2.144 3.275  -0.2269
C -2.294 0.792 -0.588  -0.2091
C 0.537 1.976 -1.815  -0.2306
H 1.604 1.749 -1.918  0.1140
H -3.366 -2.021 4.835  0.1379
H -2.308 1.758 -0.070  0.1061
H 0.085 -1.894 -2.285  0.0441
H -0.229 0.561 -4.137  0.1348
H 0.362 -1.941 -4.056  0.0853
H 1.301 0.142 -3.341  0.1174
H 2.330 -3.066 0.000  0.1246
H -0.671 3.071 -0.384  0.0733
H -1.235 -1.566 -3.438  0.0772
H 0.343 1.787 0.325  0.0549
H 2.793 -2.427 -1.461  0.1187
H 4.462 -1.827 0.217  0.1741
H -2.120 0.183 -2.632  0.1119
H 0.261 2.700 -2.595  0.1311
H -3.341 0.488 -0.731  0.1311
H 3.412 2.214 1.317  0.0986
H 1.051 3.320 -0.215  0.0816
H -1.915 1.915 -2.392  0.1365
H 3.176 1.323 2.837  0.1096
H 4.809 1.920 2.389  0.1065


Entry 3:
A molecular structure, C14H21F4N2PtSe2, computed with wB97M-V/def2-TZVPD.

Its charge is +1. For the HOMO-LUMO gap, the calculation gives 7.4 eV. For the energy above the lowest of the compared OMol25 structures with the same formula, charge and spin, the calculation gives 156.4 kJ/mol.

Last column: Löwdin charge in e.
Cartesian coordinates (Å):
Pt 0.100 -0.362 -0.306  0.9724
Se -0.524 1.088 -2.206  0.9025
Se -1.917 3.344 -0.066  0.9122
F -1.917 -0.169 0.485  -0.1016
F -4.307 -0.476 1.682  0.1208
F -2.468 -3.701 4.571  0.1219
F -0.082 -3.412 3.440  0.0989
N 0.268 -1.486 1.304  -0.1632
N 2.016 -0.963 -0.634  -0.4163
C -2.353 -2.823 3.578  -0.2056
C -2.480 4.498 -1.523  -0.3976
C -3.462 -2.099 3.177  0.0841
C -3.292 -1.206 2.139  -0.2205
C 2.539 -1.403 0.712  -0.1654
C 2.016 -2.115 -1.574  -0.0535
C -1.111 -2.676 2.987  -0.1370
C 0.338 2.811 -1.852  -0.5133
C -0.909 -1.770 1.940  -0.1765
C -0.013 3.337 -0.474  -0.5903
C 1.505 -2.237 1.437  -0.2063
C 0.419 0.718 -3.865  -0.3436
C -2.056 -1.071 1.554  -0.1079
C 2.928 0.081 -1.149  -0.0664
H 1.415 2.671 -1.956  0.0675
H 1.435 -3.248 1.019  0.1235
H -4.422 -2.236 3.651  0.1450
H -0.015 1.364 -4.624  0.0393
H 3.954 -0.292 -1.124  0.1119
H 2.848 0.969 -0.527  0.0963
H 3.030 -2.511 -1.658  0.1113
H 1.347 -2.888 -1.210  0.0924
H 1.483 0.924 -3.779  0.0206
H -0.003 3.475 -2.646  0.0721
H 2.726 -0.492 1.279  0.1296
H -3.526 4.735 -1.342  0.0246
H 0.245 -0.319 -4.139  0.0317
H -2.394 3.996 -2.484  0.0177
H 1.676 -1.777 -2.550  0.0824
H 2.663 0.315 -2.174  0.0658
H 0.380 4.348 -0.366  0.0760
H 3.483 -1.932 0.557  0.1377
H 0.443 2.719 0.301  0.0435
H 1.815 -2.341 2.477  0.1295
H -1.902 5.419 -1.512  0.0334


Entry 4:
A molecular structure, C14H21HfN5OS, computed with wB97M-V/def2-TZVPD.

Its charge is +4. For the HOMO-LUMO gap, the calculation gives 6.7 eV. For the energy above the lowest of the compared OMol25 structures with the same formula, charge and spin, the calculation gives 11.0 kJ/mol.

Last column: Löwdin charge in e.
Cartesian coordinates (Å):
Hf -0.093 0.274 -0.848  1.8183
S -0.745 2.178 -2.281  0.7639
O -0.300 1.080 0.867  -0.2314
N -0.203 0.186 -4.026  0.0426
N 0.142 -0.557 -2.913  -0.0930
N -0.900 2.184 -4.917  0.2305
N 0.720 -1.734 -0.640  -0.0872
N 0.478 2.510 2.458  0.1555
C -1.816 2.731 1.851  -0.0410
C 1.023 -2.293 0.556  -0.0402
C -0.474 2.179 1.662  -0.3420
C 0.621 -1.767 -3.063  -0.1658
C 1.533 -3.688 -1.746  0.0859
C -0.604 1.458 -3.882  -0.6677
C -0.062 0.869 4.159  -0.1350
C 0.834 -2.471 -4.347  0.0563
C -2.285 1.870 3.106  -0.1083
C -1.317 1.774 4.307  -0.1471
C 1.111 1.490 3.366  -0.0681
C 0.972 -2.443 -1.790  -0.1967
C 1.853 -4.255 -0.498  0.0991
C 1.592 -3.548 0.661  0.0534
H 1.734 -4.245 -2.651  0.1501
H 0.313 3.399 2.925  0.1886
H 0.293 -3.424 -4.339  0.1437
H -3.209 2.350 3.428  0.1440
H -0.368 -0.072 3.691  0.1100
H -2.489 2.587 1.009  0.1311
H 1.672 0.766 2.781  0.1126
H -1.216 3.144 -4.808  0.1617
H 0.795 -1.712 1.441  0.1267
H -0.839 1.853 -5.877  0.1781
H 0.535 -1.932 -5.239  0.0967
H 1.821 -3.958 1.636  0.1553
H -0.162 -0.245 -4.942  0.1719
H 0.304 0.613 5.152  0.1364
H 1.897 -2.719 -4.454  0.1454
H -1.910 1.352 5.118  0.1387
H 2.300 -5.242 -0.452  0.1623
H -2.552 0.868 2.763  0.1234
H -1.775 3.787 2.120  0.1586
H 1.818 2.029 3.990  0.1467
H -1.044 2.773 4.664  0.1362


Entry 5:
A molecular structure, C14H21IrN5S at a distorted geometry, computed with wB97M-V/def2-TZVPD.

Its charge is +4. As for the spin multiplicity: 2. For the HOMO-LUMO gap (spin up / spin down), the calculation gives 6.6 / 5.5 eV.

Last column: Löwdin charge in e.
Cartesian coordinates (Å):
Ir -0.381 -0.094 -0.053  1.4027
S -3.227 1.971 3.101  1.3308
N -1.609 0.252 -1.616  -0.0393
N 1.110 -0.704 -1.263  -0.1731
N 2.614 -1.742 -2.459  -0.0617
N -1.385 1.045 1.555  -0.1156
N -1.074 -1.945 0.397  -0.0356
C 1.655 -1.900 -1.568  -0.1010
C 3.468 -2.815 -3.028  0.0753
C 0.228 3.833 4.281  0.0766
C -2.679 0.985 1.848  -0.3851
C -1.629 2.545 3.308  -0.4008
C 2.718 -0.398 -2.766  0.0294
C 1.793 0.247 -2.034  -0.0914
C 1.092 3.246 3.394  0.0403
C -0.763 1.951 2.408  -0.2769
C -1.162 3.499 4.258  0.1350
C -2.646 -2.014 -1.547  -0.1434
C -2.436 -2.369 -0.093  -0.1442
C -2.883 -0.536 -1.756  -0.1472
C 0.624 2.301 2.457  0.1184
H 4.115 -3.208 -2.248  0.1206
H -1.038 0.086 -2.453  0.1301
H -1.055 -2.050 1.417  0.1464
H -1.842 1.252 -1.635  0.1485
H 2.145 3.499 3.409  0.1542
H -3.601 -0.128 -1.045  0.1287
H 4.070 -2.376 -3.818  0.1168
H 2.835 -3.594 -3.442  0.1168
H -3.523 -2.556 -1.909  0.1599
H 1.583 1.306 -1.992  0.1269
H 0.581 4.554 5.009  0.1613
H -1.816 -2.371 -2.167  0.1374
H 1.341 1.843 1.783  0.1277
H 1.392 -2.859 -1.150  0.1555
H -1.845 3.973 4.957  0.1634
H -3.178 -1.901 0.554  0.1275
H -3.372 0.346 1.319  0.0865
H -3.263 -0.332 -2.760  0.1625
H 3.446 -0.029 -3.470  0.1650
H -2.501 -3.448 0.066  0.1616
H -0.395 -2.625 0.049  0.1096


Entry 6:
C14H21N3O4S in the gas phase at a distorted geometry, computed with wB97M-V/def2-TZVPD.

For the HOMO-LUMO gap, the calculation gives 8.8 eV. For the energy above the lowest of the compared OMol25 structures with the same formula, charge and spin, the calculation gives 9.4 kJ/mol. As for the SMILES: CCOC(=O)C1CCN(Cc2cnc(NC(=O)OC)s2)CC1.

Last column: Löwdin charge in e.
Cartesian coordinates (Å):
S -0.206 -1.219 1.396  1.1577
O 0.398 1.388 -0.935  -0.0233
O 1.247 1.816 -2.969  0.1198
O 1.448 0.332 2.768  0.0312
O 0.828 2.118 4.012  -0.0215
N -1.272 -2.736 -1.753  -0.1753
N -2.491 -0.105 1.816  0.0619
N -0.732 0.945 2.952  0.1425
C 0.795 -1.329 -1.934  -0.1288
C -1.241 -0.023 2.118  -0.5772
C 2.442 2.205 0.088  -0.0496
C -1.583 -3.013 -0.365  -0.1915
C -0.013 -0.213 -2.612  -0.2089
C -1.619 -1.858 0.593  -0.4832
C -1.483 -0.280 -2.187  -0.1178
C 1.038 2.542 -0.394  -0.2029
C 0.614 1.112 -2.226  -0.4730
C 0.118 -2.687 -2.146  -0.1762
C -2.041 -1.694 -2.395  -0.1696
C 0.601 1.067 3.208  -0.5901
C 2.192 2.343 4.348  -0.0385
C -2.711 -1.136 0.963  -0.2029
H 2.192 3.164 5.060  0.0956
H 2.892 3.082 0.546  0.0774
H -2.070 0.429 -2.775  0.1264
H 0.402 2.864 0.434  0.1203
H 0.150 -2.934 -3.214  0.1236
H 0.665 -3.460 -1.604  0.1199
H 1.804 -1.357 -2.350  0.1269
H -3.068 -1.745 -2.029  0.1201
H 2.627 1.446 4.793  0.0996
H 2.764 2.609 3.457  0.0916
H 2.407 1.394 0.813  0.0585
H 1.073 3.321 -1.162  0.1218
H -2.581 -3.472 -0.352  0.1260
H -0.864 -3.756 -0.012  0.1181
H -2.049 -1.917 -3.469  0.1234
H 0.065 -0.318 -3.699  0.1553
H -1.384 1.606 3.349  0.1666
H -1.565 0.002 -1.139  0.0944
H -3.718 -1.312 0.632  0.1145
H 3.056 1.896 -0.754  0.0805
H 0.874 -1.117 -0.868  0.0565


Entry 7:
A molecular structure, C14H21N5PdSe2 at a distorted geometry, computed with wB97M-V/def2-TZVPD.

Its charge is +2. As for the spin multiplicity: 3. For the HOMO-LUMO gap (spin up / spin down), the calculation gives 7.3 / 6.8 eV. For the energy above the lowest of the compared OMol25 structures with the same formula, charge and spin, the calculation gives 83.1 kJ/mol.

Last column: Löwdin charge in e.
Cartesian coordinates (Å):
Pd -1.403 0.191 -0.293  0.7542
Se 0.857 0.112 -3.188  0.7337
Se 1.223 1.964 -1.720  0.7713
N 0.786 1.137 1.884  0.0383
N -2.100 -0.424 1.709  -0.0592
N 1.233 0.459 0.708  -0.1630
N -1.699 0.717 -2.298  -0.1655
N -0.232 -1.973 0.186  -0.0913
C -3.003 1.003 -2.333  -0.1334
C 3.819 1.555 1.552  -0.0420
C -1.271 -1.419 2.407  -0.2194
C 3.062 1.474 2.741  -0.0522
C 2.072 1.252 -0.183  -0.5933
C 3.331 1.623 0.250  -0.0960
C -3.029 0.704 -4.693  -0.0057
C 1.231 -1.949 0.142  -0.1679
C 1.807 -0.865 1.056  -0.0913
C -3.713 1.013 -3.521  -0.0127
C -0.806 -2.518 1.432  -0.1677
C 1.707 1.457 2.866  -0.0731
C -1.673 0.417 -4.647  -0.0518
C -1.035 0.438 -3.413  -0.6578
H -2.403 0.301 2.364  0.1113
H -2.952 -0.893 1.367  0.1103
H 1.567 -1.069 2.099  0.1292
H -3.488 1.256 -1.380  0.1149
H -3.551 0.706 -5.638  0.1314
H 1.238 1.641 3.824  0.1350
H 1.665 -2.908 0.450  0.1439
H 0.030 1.798 1.702  0.1551
H -1.837 -1.896 3.216  0.1344
H -1.664 -3.142 1.168  0.1329
H 3.621 1.571 3.660  0.1241
H -0.424 -0.893 2.856  0.0924
H 1.544 -1.760 -0.890  0.0923
H 0.252 0.255 0.154  0.0356
H -0.084 -3.158 1.948  0.1343
H -4.765 1.255 -3.531  0.1249
H 4.876 1.742 1.681  0.1244
H 4.002 2.014 -0.503  0.1240
H 2.893 -0.838 0.954  0.1422
H -1.120 0.182 -5.545  0.1218
H -0.561 -2.531 -0.601  0.1315


Entry 8:
2 unconnected molecules or ions with the total composition C14H21N7O4 at a distorted geometry, computed with wB97M-V/def2-TZVPD.

For the HOMO-LUMO gap, the calculation gives 8.5 eV. For the energy above the lowest of the compared OMol25 structures with the same formula, charge and spin, the calculation gives 0.0 kJ/mol. As for the SMILES: Nc1nc2[nH]c(=O)cnc2c(=O)[nH]1.CNC(=O)[C@@H](NC(C)=O)C(C)C.

Last column: Löwdin charge in e.
Cartesian coordinates (Å):
O 1.450 -2.647 -1.265  0.0566
O -0.599 1.821 -3.187  0.0239
O -3.284 -2.580 2.799  0.0617
O -1.702 2.912 1.068  0.0382
N 1.265 -3.027 2.687  0.1653
N -1.058 -2.682 2.755  0.2026
N -1.172 -2.315 -0.052  0.1348
N -0.775 0.485 -1.372  0.1283
N 3.452 -3.329 2.750  0.1617
N -1.726 3.329 -1.137  0.0387
N 2.469 -2.882 0.669  0.2105
C 1.996 0.588 -0.355  -0.0654
C -2.268 -2.529 2.122  -0.4355
C -0.417 1.406 -0.266  -0.1633
C 0.095 -2.761 2.006  -0.2039
C 1.073 1.813 -0.334  -0.3626
C -2.594 4.503 -1.096  -0.0525
C -2.285 -2.299 0.666  -0.0011
C 2.362 -3.080 2.007  -0.4443
C -1.334 2.627 -0.069  -0.4691
C 1.324 -2.724 -0.054  -0.4393
C 0.038 -2.585 0.630  -0.1272
C 1.504 2.660 0.871  -0.0653
C -1.183 -0.449 -3.555  0.0139
C -0.827 0.730 -2.682  -0.5383
H -3.236 -2.112 0.179  0.1264
H 1.804 -0.008 -1.246  0.0687
H 3.280 -3.223 0.175  0.1764
H 4.299 -2.856 2.462  0.1147
H -2.515 5.056 -2.033  0.0832
H -1.376 3.021 -2.039  0.0891
H -1.050 -2.977 3.724  0.1709
H -2.179 -0.800 -3.296  0.0842
H 0.960 3.605 0.883  0.0778
H -0.458 -1.247 -3.391  0.0820
H -0.929 -0.480 -1.108  0.0898
H 2.568 2.888 0.805  0.0768
H 3.036 0.913 -0.392  0.0816
H -0.528 0.830 0.652  0.1467
H 1.248 2.395 -1.240  0.1375
H -2.300 5.154 -0.270  0.0832
H -3.629 4.191 -0.948  0.0832
H 3.219 -3.313 3.738  0.1179
H -1.160 -0.140 -4.599  0.0846
H 1.305 2.124 1.799  0.0871
H 1.837 -0.008 0.542  0.0700


| no. | total energy (hartree) |
| --- | --- |
| 1 | -2624.5859 |
| 2 | -2465.7162 |
| 3 | -5976.9347 |
| 4 | -1339.7829 |
| 5 | -1320.7262 |
| 6 | -1409.5338 |
| 7 | -5749.9354 |
| 8 | -1230.4432 |